ORCA calculation (wB97M-V/def2-TZVPD) on one molecule with the formula C7H9N3OSe.

HOMO level ... -9.0 eV
SMILES string ... C#CC[Se][C@H]1N=N[C@@H](C)C(=O)N1
Lowest unoccupied orbital energy ... -0.0008 Eh
Charge ... 0

The geometry in XYZ format:
```
21
C7H9N3OSe, DFT wB97M-V/def2-TZVPD
C 4.954 0.310 -0.307
C 3.839 0.169 0.179
C -2.482 -0.798 -0.023
C -2.346 0.724 -0.132
C -0.267 -0.808 0.878
C -1.955 1.246 -1.489
C 2.661 -0.254 0.816
N -1.303 1.241 0.797
N -0.387 0.549 1.230
N -1.366 -1.499 0.401
O -3.553 -1.334 -0.232
Se 1.253 -0.693 -0.501
H 5.878 0.284 -0.823
H -3.387 0.985 0.022
H 0.444 -1.241 1.667
H -1.386 0.514 -1.935
H -1.532 2.320 -1.448
H -2.847 1.263 -2.017
H 2.346 0.573 1.550
H 2.776 -1.122 1.357
H -1.340 -2.429 0.011
```